Density functional theory data (wB97M-V/def2-TZVPD) for a cluster of 2 separate species, CH3IOS2 in total.

Output
- Lowest unoccupied orbital energy (spin up / spin down): -1.626 / -2.614 eV
- Multiplicity: 1
- Relative energy (zero: lowest compared OMol25 entry of this formula, charge and spin): 293.1 kJ/mol

Element x y z (Å)
I  2.793  0.170  0.418
S  -0.242  -1.876  1.089
S  3.369  2.329  1.109
O  -0.872  -1.436  -0.319
C  -1.145  -0.039  -0.538
H  -0.829  0.221  -1.629
H  -0.737  0.691  0.308
H  -2.338  -0.060  -0.438



Density functional theory data (wB97M-V/def2-TZVPD) for a cluster of 2 separate species, C11H24NO4S in total.

Output
- Net charge: +1
- Lowest unoccupied orbital energy: -3.081 eV
- Multiplicity: 1
- Relative energy (zero: lowest compared OMol25 entry of this formula, charge and spin): 0.0 kJ/mol

Element x y z (Å)
S  -5.238  -0.208  -1.025
O  0.359  -2.611  0.825
O  3.999  3.596  0.916
O  2.177  2.777  -0.134
O  2.258  2.673  2.024
N  0.313  -0.540  -1.119
C  -0.306  -0.425  0.255
C  1.319  -1.666  -1.256
C  -3.762  -1.216  -1.303
C  -1.291  0.733  0.315
C  -1.842  -2.517  -0.218
C  -0.804  -1.805  0.669
C  2.923  3.073  0.945
C  -3.298  -2.035  -0.100
C  0.997  -2.903  -0.396
C  2.929  2.960  3.267
C  2.784  3.164  -1.379
H  2.285  -1.235  -1.000
H  1.943  -3.374  -0.136
H  -1.192  1.217  1.286
H  -0.419  -0.623  -1.826
H  2.272  2.582  4.043
H  -2.961  -0.577  -1.687
H  -1.224  -1.702  1.672
H  -3.948  -2.905  -0.007
H  -2.325  0.423  0.213
H  1.334  -1.949  -2.308
H  3.075  4.032  3.375
H  2.073  2.887  -2.153
H  3.732  2.648  -1.520
H  -4.044  -1.887  -2.118
H  -4.876  0.245  0.182
H  2.955  4.238  -1.402
H  0.550  -0.208  0.900
H  -1.775  -3.566  0.079
H  -1.554  -2.503  -1.279
H  -1.089  1.496  -0.441
H  3.893  2.457  3.299
H  0.797  0.340  -1.304
H  -3.433  -1.468  0.827
H  0.416  -3.620  -0.984



Density functional theory data (wB97M-V/def2-TZVPD) for a structure of composition C6H5FNO2.

Output
- Net charge: -1
- Lowest unoccupied orbital energy: 3.414 eV
- Multiplicity: 1
- Relative energy (zero: lowest compared OMol25 entry of this formula, charge and spin): 151.0 kJ/mol

Element x y z (Å)
F  -1.523  2.357  0.332
O  -4.845  -1.150  -0.529
O  -5.186  0.805  0.571
N  -0.299  0.459  -0.262
C  -1.912  -1.106  -0.172
C  -4.602  -0.100  0.036
C  0.984  1.077  -0.124
C  -0.569  -0.863  -0.438
C  -1.492  1.029  0.013
C  -2.623  0.113  -0.019
H  0.827  1.894  0.595
H  1.701  0.244  0.347
H  0.112  -1.705  -0.364
H  -2.143  -2.184  -0.352
H  1.286  1.214  -1.211



Density functional theory data (wB97M-V/def2-TZVPD) for a structure of composition C22H35O3Yb.

Output
- Lowest unoccupied orbital energy (spin up / spin down): 0.411 / 0.411 eV
- Multiplicity: 2
- Relative energy (zero: lowest compared OMol25 entry of this formula, charge and spin): 0.0 kJ/mol

Element x y z (Å)
Yb  -0.298  0.213  0.368
O  -2.136  1.422  -0.398
O  -0.332  0.504  2.427
O  -6.008  3.618  0.401
C  0.631  1.990  4.065
C  -6.708  4.061  1.588
C  0.519  -2.282  -0.494
C  0.326  0.553  3.654
C  -1.763  -1.974  -0.322
C  2.363  0.550  -0.231
C  -4.212  1.832  -0.805
C  -0.662  -1.979  -1.237
C  0.904  1.603  -1.678
C  -2.888  1.886  -1.578
C  0.154  -2.458  0.873
C  -6.794  3.992  -0.765
C  1.953  1.775  0.373
C  -2.447  3.284  -1.963
C  -1.251  -2.236  0.984
C  -8.128  4.521  1.196
C  1.029  2.414  -0.508
C  1.738  0.463  -1.508
C  -3.395  1.338  0.379
C  -8.056  4.755  -0.321
C  1.537  -0.376  3.635
C  -2.800  0.885  -2.709
H  1.226  -1.394  3.392
H  -4.937  1.114  -1.197
H  1.109  2.027  5.049
H  -3.599  0.304  0.689
H  -3.397  1.251  -3.556
H  2.332  2.184  1.309
H  -7.925  5.818  -0.536
H  2.253  -0.052  2.869
H  -0.299  2.562  4.119
H  -3.367  2.038  1.222
H  -8.435  5.413  1.745
H  3.068  -0.166  0.195
H  -6.152  4.599  -1.428
H  1.902  -0.315  -2.253
H  -6.146  4.895  2.050
H  -0.355  0.172  4.442
H  1.291  2.483  3.341
H  -3.194  -0.089  -2.391
H  0.551  3.378  -0.341
H  2.047  -0.393  4.601
H  -1.833  -2.288  1.904
H  -2.813  -1.866  -0.586
H  0.334  1.852  -2.570
H  -7.070  3.078  -1.326
H  -0.725  -1.827  -2.312
H  -8.940  4.393  -0.847
H  -4.647  2.810  -0.619
H  -6.729  3.231  2.310
H  -3.092  3.657  -2.769
H  -2.533  3.962  -1.102
H  -1.761  0.763  -3.040
H  0.816  -2.767  1.681
H  -1.412  3.279  -2.323
H  -8.842  3.722  1.413
H  1.520  -2.400  -0.902



Density functional theory data (wB97M-V/def2-TZVPD) for a cluster of 3 separate species, C6H13N4O2 in total.

Output
- Net charge: +1
- Lowest unoccupied orbital energy (spin up / spin down): -3.887 / -3.721 eV
- Multiplicity: 1
- Relative energy (zero: lowest compared OMol25 entry of this formula, charge and spin): 705.2 kJ/mol

Element x y z (Å)
O  2.295  1.391  0.228
O  4.278  0.282  0.119
N  1.792  -1.356  -0.841
N  -1.260  -2.635  1.798
N  -1.472  1.019  -0.163
N  -1.221  -1.547  1.015
C  3.317  0.878  0.104
C  -1.061  1.772  1.013
C  -0.342  0.136  -0.599
C  -1.665  2.076  -1.142
C  2.347  -2.425  -0.985
C  -0.391  -1.191  0.128
H  -0.302  -3.058  1.879
H  -0.797  2.701  -1.341
H  3.427  -2.482  -0.878
H  -0.391  -0.149  -1.740
H  -1.727  1.897  1.884
H  -0.179  1.250  1.516
H  2.122  -3.502  -1.270
H  -1.985  1.693  -2.228
H  -2.336  2.705  -0.675
H  -2.013  -3.253  1.543
H  0.511  0.551  -0.265
H  -2.241  0.482  0.140
H  -0.707  2.766  0.760



Density functional theory data (wB97M-V/def2-TZVPD) for a cluster of 2 separate species, BH4NO2 in total.

Output
- Lowest unoccupied orbital energy: 0.048 eV
- Multiplicity: 1
- Relative energy (zero: lowest compared OMol25 entry of this formula, charge and spin): 433.4 kJ/mol

Element x y z (Å)
O  -2.156  -0.212  0.122
O  0.372  1.688  0.123
N  1.036  -0.718  0.071
B  0.231  0.441  0.036
H  1.989  -0.758  -0.172
H  -0.364  2.381  0.020
H  -1.893  -1.190  -0.065
H  0.785  -1.632  -0.136



| no. | total energy (eV) |
| --- | --- |
| 1 | -32900.7813 |
| 2 | -32304.9509 |
| 3 | -14604.5871 |
| 4 | -61054.1648 |
| 5 | -16475.5559 |
| 6 | -6325.5302 |